Record 1
68
Properties=species:S:1:pos:R:3:forces:R:3 method="wB97M-V/def2-TZVPD" e_above_lowest_kcal_mol=0.0 homo_lumo_gap_ev=6.8 total_charge=+3 homo_energy_ha=-0.632
Re -0.061343 -0.204400 0.389130 0.575 -0.152 -0.343
O -1.093834 -0.679918 -1.372264 -0.540 0.264 0.427
C -1.593950 0.316200 -0.838324 0.470 -0.267 -0.167
C -2.558982 1.334646 -0.920344 0.092 -0.361 -0.062
C -3.598827 1.451984 -1.852200 -0.054 0.060 -0.057
C -4.430698 2.548177 -1.736646 0.045 0.006 0.049
C -4.211056 3.494142 -0.730062 -0.014 0.000 -0.014
C -3.162544 3.376930 0.188497 -0.059 0.028 -0.025
C -2.338132 2.276695 0.098304 -0.089 0.186 0.177
P -0.812449 1.997635 1.056876 -0.146 0.020 -0.049
C -1.150166 2.164414 2.793454 0.030 -0.032 0.126
C -0.105058 2.376136 3.701391 -0.027 -0.094 0.058
C -0.370606 2.405299 5.060967 0.024 -0.010 -0.051
C -1.668717 2.209730 5.518739 -0.033 -0.003 0.022
C -2.702477 1.971836 4.622136 0.003 0.005 -0.002
C -2.449116 1.940602 3.258957 -0.015 0.107 0.031
C 0.322263 3.223051 0.414091 0.087 0.081 0.013
C 0.708012 3.091218 -0.927235 0.076 0.044 0.018
C 1.560532 4.020384 -1.497873 -0.025 -0.017 0.001
C 2.027421 5.088860 -0.736403 0.012 0.012 -0.010
C 1.631842 5.234963 0.585570 -0.030 -0.045 -0.003
C 0.776479 4.306466 1.167002 -0.027 0.054 -0.050
H -3.744597 0.707481 -2.624304 0.010 0.007 0.007
H -5.252318 2.677831 -2.427962 0.001 0.018 0.009
H -4.872001 4.349692 -0.663181 0.006 -0.007 0.003
H -3.013454 4.138880 0.943343 -0.004 0.000 -0.006
H 0.912123 2.526729 3.360696 -0.002 0.053 -0.042
H 0.430998 2.593242 5.763098 -0.011 0.003 -0.002
H -1.874907 2.250202 6.580704 -0.001 -0.004 -0.019
H -3.711156 1.823529 4.984374 0.006 0.002 -0.006
H -3.268033 1.765210 2.570927 0.036 -0.008 0.005
H 0.328343 2.283850 -1.550484 -0.032 -0.008 0.010
H 1.848717 3.926859 -2.536512 0.000 -0.001 0.006
H 2.687668 5.820311 -1.184344 -0.008 -0.017 0.000
H 1.976375 6.081017 1.165519 -0.006 -0.011 -0.008
H 0.448742 4.458368 2.185222 -0.012 -0.038 0.045
C 2.161734 -0.623712 2.611499 -0.007 0.056 -0.204
C 3.660743 -1.027997 2.710226 0.089 0.006 -0.089
N 4.343971 -0.728670 1.456827 -0.198 0.063 0.011
C 4.239292 0.695511 1.164993 0.073 -0.124 0.037
C 2.755856 1.075727 0.931049 -0.124 -0.283 -0.024
N 1.889878 -0.127643 1.214811 0.083 0.364 0.201
C 2.243825 -1.223184 0.254330 -0.092 0.154 -0.115
C 3.814197 -1.509555 0.376490 -0.046 -0.028 0.150
H 1.883739 0.182065 3.290006 0.027 -0.009 0.009
H 1.504021 -1.473170 2.783859 -0.019 -0.014 0.028
H 3.753984 -2.092256 2.919356 0.008 -0.007 0.012
H 4.147456 -0.484533 3.517103 0.026 -0.010 0.011
H 4.835977 0.930782 0.285903 0.017 0.006 -0.008
H 4.646853 1.253669 2.005642 0.031 0.006 -0.005
H 2.566065 1.378556 -0.099455 0.015 0.024 -0.004
H 2.416840 1.875935 1.583623 -0.003 0.029 0.023
H 2.028871 -0.894964 -0.779492 0.059 -0.014 0.013
H 1.670407 -2.127998 0.506198 -0.019 -0.001 0.014
H 4.297773 -1.239080 -0.558709 0.007 -0.004 -0.018
H 3.954567 -2.572685 0.555466 0.027 -0.007 0.016
C -0.970435 -0.853478 1.722998 -0.303 -0.099 -0.054
C -1.765384 -1.411945 2.731698 0.039 0.025 -0.150
C -3.061329 -1.858512 2.391696 -0.016 -0.042 -0.032
C -3.858486 -2.416415 3.365851 0.073 0.023 0.041
C -3.367511 -2.535981 4.665754 -0.061 -0.044 0.080
C -2.089076 -2.096084 5.011117 -0.042 0.003 -0.050
C -1.281240 -1.530419 4.051061 0.001 0.044 0.032
H -3.415141 -1.770048 1.371747 0.011 -0.011 0.015
H -4.851149 -2.770611 3.124824 0.004 0.004 -0.001
H -3.993494 -2.985760 5.426487 0.007 0.003 -0.008
H -1.733999 -2.204398 6.026676 -0.010 -0.004 -0.001
H -0.291411 -1.177267 4.307273 0.003 0.017 -0.021



Record 2
77
Properties=species:S:1:pos:R:3:forces:R:3 method="wB97M-V/def2-TZVPD" multiplicity=2 e_above_lowest_kcal_mol=9.1 homo_lumo_gap_ev="7.0 / 6.9" homo_energy_ha="-0.270 / -0.267"
Ti 0.422917 -0.786699 0.417055 0.439 -0.491 -0.386
C 0.644336 -4.667890 -1.170430 0.042 0.001 -0.022
C 0.384549 -3.884703 0.104346 -0.028 -0.033 0.063
C -0.312507 -4.736578 1.150696 0.004 0.028 -0.025
O -0.474018 -2.741802 -0.192286 -0.005 0.164 -0.057
C 1.721596 -3.346698 0.654672 -0.109 -0.190 -0.056
O 2.512452 -4.120217 1.143325 0.046 0.108 0.017
O 1.879659 -2.057576 0.535482 0.101 0.077 0.083
H -0.291738 -5.061994 -1.570552 -0.010 0.008 -0.006
H 1.309030 -5.499954 -0.944913 0.008 0.001 0.007
H 1.119577 -4.041969 -1.928902 -0.020 -0.018 0.013
H -1.226230 -5.164321 0.735886 0.005 0.003 -0.008
H -0.569932 -4.145665 2.029437 0.007 -0.002 0.012
H 0.359107 -5.536098 1.456612 -0.009 -0.008 0.012
H -0.550136 -2.676767 -1.159935 -0.003 0.008 -0.018
N 2.429850 7.315112 1.882333 -0.017 -0.006 -0.009
C 2.023001 5.995867 1.964158 0.025 0.003 -0.007
C 0.682973 5.681113 2.213802 -0.039 -0.038 0.005
C 0.271824 4.364734 2.249134 0.087 -0.011 -0.010
C 1.198473 3.350248 2.035642 -0.178 -0.025 -0.076
C 2.530500 3.642393 1.780400 -0.050 0.022 -0.002
C 2.938371 4.961212 1.748841 0.054 -0.019 -0.004
S 0.635655 1.696659 2.015867 0.319 0.065 0.360
O 1.796671 0.823939 2.138100 -0.106 0.011 -0.048
O -0.425938 1.553467 2.982996 0.001 0.166 0.043
N 0.109637 1.327879 0.551627 -0.170 -0.181 0.101
C -1.227818 1.307138 0.244785 0.044 -0.212 0.043
N -1.592627 0.035287 -0.044672 -0.360 0.200 -0.051
C -2.839810 -0.164973 -0.460645 0.051 -0.112 0.011
C -3.725266 0.885028 -0.574050 -0.110 0.017 -0.034
C -3.261135 2.141648 -0.206760 0.145 0.018 0.019
N -2.019127 2.365322 0.210130 -0.045 0.064 -0.015
H 1.841842 7.996054 2.331668 0.004 0.007 0.007
H 3.413438 7.489147 1.999265 0.004 0.011 0.006
H -0.033759 6.476775 2.376759 0.006 0.008 -0.001
H -0.761396 4.106047 2.436862 -0.014 0.046 0.007
H 3.232563 2.835746 1.619370 0.017 0.009 -0.004
H 3.977106 5.199686 1.554615 -0.001 0.003 0.001
H -3.121708 -1.188188 -0.685552 0.006 0.012 -0.013
H -4.737159 0.734299 -0.918518 0.007 0.002 0.001
H -3.908070 3.010409 -0.249254 -0.035 -0.018 -0.003
C -1.311741 3.744236 -3.235229 0.023 -0.030 0.022
C -1.838167 2.531247 -3.653334 -0.024 0.012 0.007
C -1.170771 1.344539 -3.368643 0.032 -0.032 -0.019
C 0.034744 1.334517 -2.662131 0.040 -0.083 -0.087
C 0.553484 2.573285 -2.267790 -0.013 -0.002 0.028
C -0.105982 3.760096 -2.544682 -0.010 0.029 -0.012
Si 0.927973 -0.255687 -2.103779 -0.021 0.199 -0.100
C 0.391077 -1.655420 -3.280080 -0.055 0.076 0.053
C 1.317842 -2.349590 -4.062959 -0.013 -0.059 0.009
C 0.945291 -3.450014 -4.823938 0.014 0.031 0.010
C -0.374625 -3.881869 -4.833705 0.018 -0.013 -0.015
C -1.319625 -3.201623 -4.081309 -0.050 0.009 0.030
C -0.936130 -2.108465 -3.313087 0.084 -0.001 -0.019
H -1.827722 4.671362 -3.451576 -0.009 -0.006 -0.009
H -2.767006 2.506601 -4.211926 0.007 -0.003 0.003
H -1.588670 0.411422 -3.734389 -0.006 0.070 0.030
H 1.489908 2.610598 -1.721120 -0.002 -0.010 0.018
H 0.318898 4.701611 -2.218027 0.004 -0.002 -0.001
H 2.363478 -0.037613 -2.454154 0.006 0.008 -0.054
H 2.351834 -2.025654 -4.066652 0.012 -0.002 -0.011
H 1.687877 -3.972181 -5.414460 0.001 -0.002 -0.005
H -0.663395 -4.738405 -5.428976 -0.006 -0.003 0.000
H -2.355256 -3.520279 -4.090689 0.002 -0.008 -0.007
H -1.693300 -1.578803 -2.739117 -0.014 -0.041 0.019
N 2.736404 -2.459035 6.311224 -0.006 -0.023 0.004
C 1.857635 -2.283063 5.593736 0.035 0.035 -0.003
C 0.741550 -2.049072 4.721152 -0.122 0.004 -0.067
C -0.560998 -2.098858 5.207510 0.068 -0.016 0.049
C -1.605500 -1.857939 4.336302 -0.062 -0.002 0.022
C -1.314227 -1.574535 3.016032 0.051 -0.017 -0.020
N -0.065912 -1.530646 2.543775 -0.150 0.214 0.131
C 0.947119 -1.755865 3.378184 0.086 -0.055 0.104
H -0.738570 -2.320938 6.251104 -0.011 0.003 -0.003
H -2.630612 -1.881141 4.676159 -0.004 0.005 -0.018
H -2.101191 -1.372033 2.300180 -0.002 0.003 0.006
H 1.947534 -1.703886 2.968969 -0.020 0.017 -0.049



Record 3
74
Properties=species:S:1:pos:R:3:forces:R:3 method="wB97M-V/def2-TZVPD" multiplicity=5 homo_lumo_gap_ev="8.0 / 5.7" total_charge=+2 homo_energy_ha="-0.474 / -0.495"
Os -0.883527 0.005906 0.211057 -0.409 0.050 -0.142
C -1.695399 0.824592 3.118819 0.068 0.113 -0.005
N -1.796950 1.613356 1.880726 -0.019 -0.025 0.162
C -3.131370 1.877050 1.328230 0.042 0.081 0.034
C -3.069726 1.885819 -0.177567 0.038 -0.028 0.072
N -2.164441 1.227861 -0.892298 -0.037 -0.004 -0.135
C -2.470808 1.458600 -2.239439 0.162 -0.118 0.110
C -1.868404 0.993705 -3.404631 -0.015 -0.031 -0.036
C -2.420259 1.402315 -4.600982 -0.060 0.033 -0.010
C -3.545026 2.245073 -4.644173 0.026 -0.015 -0.004
C -4.153999 2.700722 -3.493213 0.063 -0.054 -0.024
C -3.586652 2.281284 -2.295579 -0.204 0.202 0.087
N -3.929536 2.538502 -0.966444 0.049 -0.041 -0.063
C -0.479111 -0.065497 3.077218 -0.058 0.075 -0.112
N 0.078611 -0.516190 1.953706 0.050 -0.161 0.160
C 1.099486 -1.394309 2.334704 -0.084 0.067 -0.157
C 1.950917 -2.180721 1.566959 0.038 -0.013 0.016
C 2.861388 -2.962126 2.249328 -0.005 -0.006 0.063
C 2.914772 -2.972077 3.654222 0.014 -0.015 -0.043
C 2.057864 -2.207976 4.420614 0.018 -0.015 -0.083
C 1.148912 -1.424088 3.721061 -0.070 0.076 0.249
N 0.142699 -0.554626 4.150789 0.029 -0.075 -0.072
H -2.560670 0.165198 3.196767 0.002 -0.037 -0.007
H -1.660941 1.455329 4.010164 -0.016 -0.016 0.010
H -1.281917 2.480507 1.973097 0.059 -0.012 -0.036
H -3.543721 2.826296 1.679506 -0.031 -0.020 0.010
H -3.807749 1.080987 1.639901 0.012 -0.041 -0.025
H -1.019114 0.322830 -3.380535 0.001 0.001 0.035
H -1.987560 1.060657 -5.531104 0.003 0.003 0.000
H -3.947094 2.537356 -5.604153 0.011 -0.005 -0.006
H -5.023896 3.341583 -3.529198 -0.002 0.003 0.019
H -4.693607 3.112377 -0.645585 -0.009 0.006 -0.026
H 1.885019 -2.197082 0.486358 -0.010 0.019 -0.007
H 3.543517 -3.592173 1.695261 -0.001 -0.007 0.005
H 3.639160 -3.605392 4.147084 0.007 0.003 -0.006
H 2.093630 -2.230434 5.500801 -0.015 0.013 0.004
H -0.123548 -0.373934 5.105969 0.022 -0.012 0.021
O -2.439146 -2.199349 2.664588 0.032 -0.053 0.001
C -2.463765 -2.123088 1.459713 -0.230 0.311 -0.181
O -2.547490 -0.951189 0.816076 0.146 -0.253 0.166
C -2.495620 -3.335658 0.581350 0.234 0.017 -0.191
C -3.097690 -4.458749 1.095403 -0.040 -0.108 -0.007
C -3.209207 -5.630336 0.336859 -0.023 -0.021 0.019
C -2.695071 -5.691613 -0.951986 0.027 0.077 0.017
C -2.061894 -4.586895 -1.480204 -0.033 0.039 0.053
C -1.934959 -3.383147 -0.735966 -0.170 -0.275 0.178
S -1.031495 -2.162669 -1.483437 0.246 0.186 -0.011
H -3.495620 -4.421673 2.100471 0.002 0.009 -0.002
H -3.702362 -6.495400 0.759678 -0.002 0.017 0.025
H -2.779744 -6.598738 -1.533636 -0.005 0.000 -0.003
H -1.632544 -4.619226 -2.472446 -0.005 0.002 -0.006
C 2.054684 -0.134966 -2.081329 0.038 0.030 -0.036
As 1.186089 0.980546 -0.776216 -0.124 -0.076 0.006
C 0.910277 2.636836 -1.713159 0.080 0.079 -0.039
C 2.564151 1.344910 0.554766 0.135 -0.010 0.040
C 3.792447 1.950173 -0.063779 -0.044 -0.046 0.066
C 4.817640 1.127255 -0.521754 0.068 0.006 -0.050
C 5.932184 1.670557 -1.146165 -0.045 -0.039 0.044
C 6.034514 3.043807 -1.310623 0.009 0.036 0.003
C 5.028633 3.873521 -0.834154 -0.004 -0.025 0.011
C 3.913706 3.328639 -0.214065 0.002 0.053 -0.026
H 2.981109 0.361382 -2.367609 0.011 -0.055 -0.054
H 1.411149 -0.248630 -2.951577 -0.002 -0.016 -0.002
H 2.271997 -1.112870 -1.657796 0.009 -0.012 -0.014
H 1.875128 2.999501 -2.063967 -0.026 0.052 -0.033
H 0.460579 3.376003 -1.052006 0.010 0.003 0.011
H 0.245557 2.459032 -2.556170 0.018 0.022 -0.013
H 2.776945 0.380494 1.017280 0.048 0.012 0.020
H 2.120502 1.983405 1.320378 -0.012 0.058 -0.043
H 4.755056 0.053960 -0.377123 -0.017 -0.002 -0.004
H 6.723864 1.020171 -1.493097 0.005 0.007 -0.004
H 6.902811 3.468233 -1.795916 0.002 0.003 0.009
H 5.116009 4.946816 -0.936399 0.003 0.000 -0.009
H 3.140636 3.987647 0.166595 -0.014 -0.020 0.003